Computed, not measured: a structure of composition C58H46As2F12NO3RbS, with ωB97M-V/def2-TZVPD.

The calculation puts the HOMO energy at -0.65 eV. As for the charge: -2.

Element x y z (Å)
C (5.684094, 1.489767, -0.757041)
C (-2.984942, 4.554584, 5.248098)
H (2.849534, -1.122942, 0.742015)
H (-2.900469, 2.494436, 5.850974)
O (-2.957841, -1.394016, 0.061583)
C (-0.914218, 4.699883, -2.709020)
H (0.868324, -2.743166, -2.441879)
C (-1.239272, -1.450480, -4.034379)
C (-2.477807, 1.130329, -3.603904)
C (-2.741670, 3.657021, -1.335255)
O (-0.529227, 2.644862, -1.738641)
H (-2.878181, 4.664699, -6.989405)
C (1.384056, -2.459535, 4.426366)
C (-1.018093, -0.431209, 7.283392)
H (7.271897, -1.949640, -0.091604)
As (0.245154, -3.032117, 0.444882)
H (3.932084, 0.885822, 1.824724)
H (-0.666134, -5.753548, -3.403632)
H (-2.620303, -0.343802, 5.840460)
C (-4.050335, -3.398646, -0.368327)
H (3.267582, -2.672987, 5.439169)
H (1.023511, 1.523021, 4.641206)
F (-4.756890, 0.057179, -1.351161)
H (-2.788849, -4.365004, -2.166320)
C (-1.538715, 3.277653, -2.317429)
H (-2.216686, -5.817987, -4.241886)
H (1.940631, 4.392426, 3.264317)
H (2.040318, -4.068555, -4.123198)
H (-1.587049, -1.004968, 8.004117)
C (-0.993069, -2.743304, -4.447130)
H (0.493060, -0.566795, 0.685648)
Rb (-1.497813, 0.815230, -0.061603)
C (-1.602522, -0.057008, 6.079602)
C (1.381602, -3.648448, -2.134686)
C (1.044949, 0.618995, 6.609906)
F (-4.731356, -3.243757, 0.777228)
C (1.350848, -4.060155, -0.802590)
H (3.106669, -6.951452, -1.136016)
H (-3.518249, 4.872268, 6.135636)
C (-1.946972, 2.834075, 3.952956)
C (-3.494097, 1.559901, -5.836305)
C (-2.652727, 5.483622, 4.265890)
F (-0.177785, 5.179734, -1.684533)
H (0.341312, -0.957041, -1.024092)
F (-3.686210, 4.415085, -1.930369)
C (1.491020, 3.817234, 1.244817)
C (4.861539, 0.362031, -0.713352)
H (0.760428, -0.394769, 8.481397)
C (2.367287, -1.060984, -0.234915)
H (-3.774853, 3.376172, -7.799483)
C (3.002450, 2.616467, 2.677624)
C (1.965278, -5.263634, -0.461851)
C (3.239772, 1.705382, 1.659210)
H (0.861740, -2.085608, 5.299830)
H (3.241065, -3.723340, 1.288661)
C (6.831312, -0.977100, -0.277398)
H (-1.093739, 3.409911, 2.082086)
C (-1.288235, -5.246762, -4.149404)
C (-4.874555, -1.263117, -1.435226)
C (-1.975343, 5.078941, 3.125839)
H (-0.764687, -5.300403, -5.107343)
C (1.356726, -3.060191, 2.077131)
H (2.783217, -1.849902, -0.863696)
F (-3.021484, -4.204975, -0.042496)
C (-3.549232, -2.016123, -0.955984)
C (-2.641385, 3.222037, 5.090938)
C (2.607276, 1.846288, 0.423952)
C (-2.608344, 3.360783, -4.602254)
H (8.702481, 0.071089, -0.159206)
H (7.666539, 2.285465, -0.587254)
H (4.856763, -1.771795, -0.432677)
O (-0.462099, 1.139848, 2.615220)
H (5.237926, 2.461839, -0.939682)
F (-4.863073, -4.132851, -1.182958)
N (-2.273776, 0.202973, -2.631129)
H (-2.935202, 6.521621, 4.388546)
F (-2.343694, 4.358770, -0.232631)
C (2.630273, -6.019848, -1.419278)
C (2.731221, -2.785871, 4.504230)
As (2.935740, 0.636118, -1.072314)
C (2.042145, -4.402997, -3.092994)
C (0.466062, 0.999832, 5.411418)
F (-3.392450, 2.579755, -0.848825)
H (4.445305, -3.500177, 3.424605)
H (0.800020, 4.634173, 1.070609)
C (1.718610, 2.900831, 0.222380)
C (2.129650, 3.680013, 2.468509)
C (-2.092141, -1.112348, -2.945087)
F (-0.067898, 4.576944, -3.742857)
H (-4.005513, 1.147109, -6.703612)
C (7.052440, 1.393179, -0.555689)
C (2.676094, -5.586813, -2.737595)
C (0.705605, -2.605842, 3.224077)
C (-3.137969, 0.723282, -4.806184)
H (-0.348097, -2.350412, 3.162698)
H (-3.401379, -0.324391, -4.881782)
C (2.709038, -3.383671, 2.169415)
H (-4.577465, 4.397821, -6.607066)
C (0.858738, -1.226525, -0.100269)
H (3.188980, -6.177335, -3.487425)
S (-1.576039, 1.110203, 3.584331)
C (5.457598, -0.872470, -0.473927)
H (-0.792480, -0.623441, -4.573776)
F (-1.738825, 5.737062, -3.022677)
C (-2.357913, -3.512404, -2.668087)
H (3.503846, 2.501999, 3.632897)
C (-1.555721, -3.812958, -3.765645)
F (-5.219622, -1.557861, -2.711156)
H (1.922201, -5.616261, 0.562885)
C (0.301682, -0.090624, 7.548990)
C (-0.858419, 0.673262, 5.167477)
C (7.633538, 0.153376, -0.315355)
H (-2.432123, 4.425151, -4.545777)
C (-3.635726, 3.890035, -6.844896)
H (-1.737449, 5.789461, 2.344653)
H (1.157013, 2.991410, -0.708087)
C (-3.228728, 2.921272, -5.762364)
H (2.080826, 0.860992, 6.812142)
C (3.391113, -3.252957, 3.373695)
C (-2.645760, -2.222252, -2.218572)
H (-0.343542, -2.918540, -5.303039)
C (-2.215570, 2.553162, -3.531434)
F (-5.978943, -1.565646, -0.699196)
C (-1.619229, 3.745877, 2.965876)

Force components x, y, z for each atom (eV/Å):
C 0.02 0.00 0.01
C 0.00 0.04 -0.02
H 0.00 -0.03 0.02
H 0.00 0.02 0.00
O 0.02 0.10 -0.17
C 0.02 -0.22 -0.05
H -0.02 -0.01 -0.02
C -0.01 0.02 0.05
C -0.16 0.02 -0.23
C 0.05 0.07 -0.23
O -0.39 -0.17 0.27
H -0.01 0.01 -0.01
C 0.00 -0.02 0.01
C 0.05 -0.01 0.05
H 0.00 0.00 0.00
As -0.13 -0.01 0.02
H -0.01 0.01 0.00
H 0.01 -0.01 -0.02
H 0.01 0.00 0.01
C 0.06 0.15 -0.14
H -0.01 0.00 0.00
H 0.03 -0.01 0.02
F 0.03 0.15 0.02
H -0.01 0.03 0.01
C -0.07 0.09 -0.16
H 0.01 0.00 -0.01
H 0.01 0.00 0.00
H 0.00 0.00 0.00
H 0.00 0.00 -0.01
C 0.03 0.05 0.03
H 0.09 -0.08 0.12
Rb -0.24 -0.07 0.25
C -0.02 0.01 -0.01
C 0.01 -0.01 0.01
C -0.02 -0.02 0.06
F -0.14 0.09 0.07
C 0.01 -0.02 0.00
H 0.00 0.00 0.01
H 0.00 -0.01 0.00
C -0.06 -0.03 -0.04
C 0.01 -0.04 0.03
C 0.02 -0.06 0.00
F 0.08 0.01 0.17
H -0.05 -0.16 -0.06
F -0.04 0.00 0.11
C 0.02 0.00 0.07
C -0.01 0.20 -0.02
H 0.00 0.00 0.01
C -0.13 -0.01 0.04
H 0.00 0.00 0.00
C 0.03 -0.02 -0.02
C -0.03 0.02 0.03
C -0.01 0.00 0.00
H 0.00 -0.01 0.00
H 0.01 0.00 0.00
C 0.02 0.04 -0.01
H 0.02 0.05 -0.01
C -0.01 0.07 0.03
C 0.15 -0.03 0.02
C -0.03 0.02 0.02
H 0.00 -0.01 0.00
C 0.05 0.00 -0.03
H 0.00 -0.01 -0.03
F 0.15 -0.10 0.06
C -0.02 0.01 0.19
C 0.01 -0.02 0.03
C -0.06 0.09 0.13
C -0.05 -0.04 -0.01
H 0.00 0.00 0.00
H 0.00 0.00 0.00
H 0.00 0.00 0.00
O 0.36 -0.01 -0.25
H 0.02 0.01 0.00
F -0.07 -0.01 -0.07
N 0.03 0.33 0.21
H 0.00 0.00 0.00
F 0.10 -0.08 -0.04
C 0.00 0.02 -0.01
C 0.01 -0.02 -0.04
As 0.06 -0.28 -0.06
C 0.02 -0.04 0.00
C 0.07 0.06 -0.09
F 0.06 0.09 -0.12
H 0.00 0.00 0.00
H 0.00 0.00 -0.01
C 0.00 -0.04 -0.02
C -0.01 -0.03 -0.02
C 0.20 0.00 -0.20
F 0.09 -0.05 -0.13
H 0.00 0.00 0.01
C -0.03 -0.02 -0.01
C -0.02 0.03 0.01
C 0.01 0.02 -0.04
C -0.02 -0.10 0.02
H 0.00 0.00 0.02
H 0.00 0.00 0.00
C 0.00 0.03 0.04
H 0.00 0.01 -0.03
C 0.38 0.11 -0.09
H 0.00 0.00 0.00
S -0.35 -0.12 0.35
C -0.01 -0.01 -0.01
H 0.01 0.00 0.01
F -0.18 0.11 -0.06
C 0.02 0.05 -0.13
H 0.00 -0.01 0.00
C 0.00 -0.04 0.00
F 0.01 -0.02 -0.09
H 0.01 -0.02 -0.01
C -0.04 0.02 -0.07
C 0.01 -0.04 0.05
C -0.03 -0.03 0.01
H 0.01 0.00 0.02
C 0.01 -0.05 0.07
H 0.01 -0.01 0.00
H 0.01 0.04 -0.01
C 0.04 0.08 0.00
H 0.00 0.01 -0.02
C -0.05 0.02 0.00
C 0.00 -0.11 0.07
H 0.00 0.00 0.01
C 0.03 0.12 0.00
F -0.05 -0.13 0.13
C 0.03 0.01 -0.07

=====

Computed, not measured: a structure of composition C58H46F10N7OPdSb, with ωB97M-V/def2-TZVPD.

The calculation puts the HOMO energy (alpha / beta) at -11.47 / -11.47 eV. As for the charge: +2.

Element x y z (Å)
C (2.294335, -4.231983, 2.788235)
H (-7.159265, 4.457817, -0.240165)
C (-1.396465, 1.470417, -3.668465)
H (5.836335, -4.483083, 0.408135)
H (1.629835, -3.944983, -2.976265)
C (-7.737565, 10.166017, -0.255565)
H (-3.847465, 7.188617, -0.156465)
H (-5.391365, 9.088917, -0.196265)
C (-4.913065, 7.023617, -0.181665)
H (4.456335, 1.886117, -0.372465)
H (4.685935, -3.175983, 0.711035)
C (3.201635, -3.841383, -1.515265)
C (1.939435, -4.298183, 4.136935)
C (-0.593865, 2.198817, -0.179765)
H (2.659535, -0.956083, 3.384535)
C (1.221735, 4.254117, -0.087165)
H (-7.151365, 10.425517, -1.140665)
H (3.269535, -1.761183, 1.241135)
C (-1.664665, 1.865417, 3.003035)
C (3.442735, -4.755183, -3.743265)
H (-8.704865, 6.360617, -0.281365)
H (5.195935, -0.415583, -1.020565)
C (0.977035, 1.652317, -3.228965)
H (3.910835, 1.898417, 1.317735)
C (-6.763765, 5.462517, -0.232965)
C (-3.265065, -1.023183, -0.286565)
N (-1.042665, -0.147983, -0.230965)
C (-0.110865, 4.573817, 0.001235)
H (-0.448665, -8.887983, -0.609865)
H (3.572535, -5.042483, 1.281835)
C (-1.879465, -1.167183, -0.240765)
H (-8.674565, 10.718517, -0.269065)
C (1.064035, 2.332717, 2.974935)
C (-2.941565, 1.348117, -0.239665)
H (2.548835, -5.917083, -0.139865)
C (-3.365765, 2.702017, -0.196265)
C (5.298135, -4.728283, -2.244065)
H (2.617635, 2.659017, -0.372165)
C (1.580835, 2.914017, -0.239865)
H (3.170435, 0.695317, 3.035435)
C (3.626635, -0.759883, 1.484735)
C (-5.376065, 5.693517, -0.192265)
C (-1.187365, 3.130717, 3.340735)
H (-2.443765, -4.995183, -2.069465)
F (0.672235, 4.552517, 3.607035)
C (-4.379965, 4.660217, -0.162965)
N (2.021235, -0.294483, -2.067765)
H (-2.068165, -7.141683, -1.205465)
C (-1.349865, 0.122817, -3.305165)
C (5.314035, -3.641083, -0.043765)
C (-1.757765, -4.528283, -1.365065)
C (3.532835, -4.952283, 2.362135)
C (1.464835, -3.518083, 1.928835)
F (-1.271065, -0.349883, 2.362935)
C (-0.062765, -3.055583, 3.745535)
C (4.762135, -5.073483, -3.465065)
F (-2.981265, 1.634317, 2.975635)
C (-7.637065, 6.517817, -0.254765)
C (-2.445865, 3.762717, -0.091565)
H (-0.358765, -2.406783, 1.743135)
C (-0.706365, -5.516183, -0.960465)
H (-2.341665, -4.228183, -0.493265)
H (4.422835, -4.434183, 2.722135)
H (5.381935, 1.035817, 0.854935)
F (2.367035, 2.661417, 2.897535)
H (0.535035, -3.789483, 5.665835)
F (-0.261165, 3.518117, -3.922865)
C (2.672435, -4.158383, -2.767365)
H (3.581835, 1.145617, -2.207365)
H (-4.870965, 0.385317, -0.336665)
H (2.589235, -4.833383, 4.814335)
C (-0.147765, -7.851883, -0.613165)
H (3.818135, -0.382683, -3.067765)
C (1.044835, 0.316917, -2.736365)
C (2.720435, -0.196483, 2.588935)
H (-7.174365, 10.427717, 0.644035)
C (-3.802565, 0.241017, -0.295165)
H (-5.479665, 2.840717, -0.314465)
C (-7.170165, 7.853217, -0.240265)
H (1.983235, 5.015017, -0.065765)
C (4.550435, -4.080283, -1.258665)
C (4.363835, 1.294917, 0.536235)
F (-2.030865, 4.108217, 3.651235)
C (0.188935, 3.347317, 3.322135)
H (6.078235, -2.926183, -0.351465)
F (-0.112865, -1.708583, -2.461965)
C (-1.044765, 3.534517, -0.072165)
H (-1.311965, -3.659983, -1.845165)
F (-2.464465, -0.614883, -3.306665)
H (1.894535, -8.253583, -0.083465)
C (0.630935, 1.033617, 2.585235)
H (3.016435, -4.975983, -4.709465)
N (0.720635, 1.913017, -0.263265)
C (0.592135, -5.181783, -0.613465)
N (1.371235, 0.013117, 2.115735)
H (4.649335, -0.839383, 1.880535)
F (-2.558765, 2.039617, -3.981165)
C (3.407735, 0.064317, -2.152965)
Sb (1.492135, -3.184383, -0.264365)
H (-3.895365, -1.895783, -0.325865)
N (-3.089565, 4.938917, -0.072365)
C (0.783035, -3.717783, 4.618835)
C (-0.163365, -0.419683, -2.875765)
C (-5.780765, 8.084017, -0.204465)
O (-8.096365, 8.797817, -0.263765)
C (-1.055965, -6.868483, -0.944565)
H (3.893935, -1.615283, -0.950765)
H (-1.437865, -2.154283, -0.217965)
C (-0.779365, 0.862717, 2.660135)
C (-0.219765, 2.221017, -3.631665)
H (-0.457365, 5.587817, 0.111435)
F (2.055635, 2.449617, -3.163865)
N (-4.588065, 3.301717, -0.233665)
Pd (1.259635, -0.360983, -0.013365)
C (1.157635, -7.502983, -0.319565)
C (0.294735, -2.945383, 2.418335)
N (3.584535, 0.077317, 0.284135)
H (6.330235, -4.963183, -2.025065)
H (-0.994965, -2.632183, 4.088935)
H (3.543035, -5.950683, 2.794535)
H (5.371235, -5.577683, -4.198565)
C (4.110935, -0.548283, -0.939065)
C (-1.537765, 1.105617, -0.218665)
C (1.521335, -6.170483, -0.336165)

Force components x, y, z for each atom (eV/Å):
C 0.01 -0.01 0.03
H -0.08 -0.13 0.00
C -0.13 -0.21 0.21
H -0.02 -0.01 0.09
H -0.03 -0.07 -0.09
C 0.19 0.33 -0.02
H 0.03 0.07 0.01
H 0.01 0.11 0.00
C -0.11 -0.81 0.01
H -0.04 0.00 0.04
H 0.03 -0.03 0.01
C -0.45 0.38 0.38
C -0.02 0.05 -0.01
C -0.19 0.46 -0.01
H -0.01 0.03 -0.08
C -0.29 0.07 -0.09
H -0.02 -0.03 0.01
H 0.15 0.11 -0.02
C -0.33 0.04 -0.02
C -0.06 0.03 -0.12
H -0.07 -0.02 -0.01
H -0.06 0.00 0.09
C -0.01 -0.19 0.28
H -0.02 0.03 -0.05
C 0.68 0.15 0.04
C -0.17 0.37 -0.09
N 0.20 -0.33 0.36
C 0.32 -0.25 -0.01
H -0.04 -0.09 0.01
H 0.19 -0.02 0.02
C 0.17 -0.25 -0.07
H 0.09 -0.05 0.00
C 0.25 0.00 -0.29
C 0.22 0.07 0.03
H 0.14 -0.03 0.03
C 1.35 0.35 0.11
C -0.03 -0.04 0.06
H 0.05 -0.04 0.08
C 0.13 -0.02 -0.07
H -0.07 -0.17 -0.09
C -0.17 -0.28 0.96
C -0.64 0.75 -0.04
C -0.28 -0.03 -0.01
H -0.04 0.09 -0.03
F -0.14 -0.21 -0.06
C 0.56 -0.12 0.05
N -0.35 -1.45 0.84
H -0.09 -0.02 -0.04
C -0.35 0.15 -0.09
C -0.04 0.07 0.06
C 0.06 -0.06 0.06
C 0.00 0.00 0.00
C 0.10 0.21 -0.73
F 0.02 0.70 0.47
C -0.13 0.09 0.03
C -0.02 0.00 -0.02
F 0.44 0.03 0.11
C -0.13 0.67 0.00
C -0.95 -1.16 -0.08
H -0.06 0.04 0.07
C -0.18 -0.02 -0.05
H -0.06 0.15 0.01
H 0.08 -0.03 -0.08
H -0.11 -0.18 -0.03
F -0.50 -0.05 0.03
H -0.03 -0.05 0.12
F -0.01 -0.23 -0.04
C -0.21 0.11 -0.01
H 0.08 -0.14 0.01
H -0.12 -0.02 0.02
H 0.06 -0.08 0.06
C -0.04 -0.07 -0.03
H -0.06 0.02 0.07
C -1.42 0.95 -1.12
C 1.03 0.03 -0.08
H -0.03 -0.06 -0.01
C 0.32 -0.31 0.04
H 0.01 0.12 0.00
C 0.84 -0.90 0.01
H 0.13 0.08 0.01
C 0.05 0.11 0.06
C -0.11 0.56 0.09
F 0.52 -0.52 -0.19
C 0.24 0.13 0.13
H 0.03 0.08 0.06
F -0.38 0.59 -0.57
C 0.05 -0.47 -0.19
H -0.09 0.11 0.00
F 0.25 0.20 -0.09
H 0.09 -0.10 0.00
C -0.79 0.97 0.54
H -0.07 -0.06 -0.07
N 0.28 0.05 0.30
C -0.23 0.67 -0.19
N -0.62 -0.80 -1.33
H -0.05 -0.10 -0.06
F 0.52 -0.23 0.02
C 0.53 0.46 0.58
Sb 0.74 -1.14 0.72
H -0.04 -0.13 0.03
N -0.08 0.36 0.05
C 0.02 0.00 0.01
C 0.68 -0.43 0.07
C -0.77 0.29 -0.03
O -0.64 0.00 0.01
C 0.02 0.05 0.00
H 0.03 0.11 0.16
H -0.07 0.06 0.00
C 0.03 -0.58 -0.14
C 0.12 0.08 -0.11
H -0.06 0.17 -0.01
F -0.31 -0.20 -0.01
N -0.30 0.22 -0.02
Pd 1.18 1.26 -0.21
C 0.01 0.04 0.02
C -0.07 0.01 -0.26
N -0.42 -0.41 0.00
H 0.12 0.01 -0.02
H -0.05 0.06 0.06
H 0.04 -0.09 -0.03
H 0.06 -0.04 -0.09
C 0.03 -0.09 -0.67
C -0.29 0.15 -0.02
C 0.27 -0.02 0.19

=====

Values of total energy, in order: -8610.55297; -4062.43163, all in Eh.
Values of energy above the lowest of the compared OMol25 structures with the same formula, charge and spin, in order: 14.9; 0.0, all in kcal/mol.